37
Properties=species:S:1:pos:R:3:nbo_charge:R:1 method="wB97M-V/def2-TZVPD" charge=+1 homo_lumo_gap_ev=6.59 e_homo_ev=-12.25 molar_mass_g_mol=213.344 fmax_ev_per_a=7.0 total_energy_ev=-16921.1050
C -1.39379 2.21321 1.38250 -0.40
C -0.13454 1.43841 0.90035 -0.41
C -1.48176 2.20678 2.94082 -0.49
C 1.03676 -1.78444 0.53813 -0.56
C -1.12102 -1.93338 -0.84387 -0.60
C -1.58452 -0.36503 2.92755 -0.39
C 2.47001 0.28118 -3.87071 -0.17
C 2.27508 -0.17302 -1.50661 -0.15
C 0.34755 -0.37614 -2.91568 -0.22
C 0.93150 -0.54123 -1.64182 -0.05
C -0.42016 -0.02529 0.65486 -0.39
C -1.10966 -0.76757 1.70322 0.13
C 3.04771 0.17198 -2.58055 -0.23
C -1.67903 0.84205 3.53512 0.12
C 0.09710 -0.95310 -0.34360 -0.13
C 1.10230 -0.07657 -4.02506 -0.20
H -0.92586 -2.94989 -0.49365 0.23
H 2.73149 -0.23111 -0.49276 0.21
H -1.97373 0.89518 4.57863 0.23
H -2.32557 1.80939 0.98051 0.22
H -1.96510 -1.19753 3.55289 0.25
H 0.65507 -0.07579 -5.03345 0.23
H 0.69421 1.63514 1.59626 0.23
H -1.32109 3.26401 1.03132 0.24
H -0.54483 2.68873 3.33180 0.26
H -0.74919 -0.54478 -3.04275 0.21
H 3.03862 0.64367 -4.72625 0.23
H -2.32609 2.87106 3.25315 0.26
H -2.07296 -1.56417 -0.38683 0.21
H 1.51862 -1.14881 1.30123 0.21
H 1.75072 -2.29417 -0.03484 0.23
H 0.11910 1.83009 -0.07730 0.24
H -0.76602 0.15566 -0.43043 0.51
H 4.11815 0.40096 -2.47726 0.23
H 0.42299 -2.54705 1.09064 0.21
H -1.19142 -1.86373 1.54790 0.23
H -1.27062 -1.93469 -1.92347 0.24